Density functional theory data (wB97M-V/def2-TZVPD) for 6 unconnected molecules or ions with the total composition C27H54F5IO17P in a non-equilibrium geometry.

Output
- HOMO-LUMO gap: 6.28 eV
- HOMO energy: -4.3 eV
- LUMO energy: 0.0726 Ha
- Charge: -1

Element x y z (Å)
C 6.533 2.478 2.907
O 5.740 3.564 2.425
C 4.967 3.182 1.261
C 3.726 2.270 1.695
C 2.694 1.986 0.499
P 1.695 0.423 0.967
O 1.203 0.216 -0.726
C 0.055 1.365 1.235
C -0.387 1.421 2.786
C -1.955 1.073 2.977
I -2.103 -0.194 4.775
C 0.836 -1.220 1.468
C 1.366 -1.877 2.826
C 2.293 -3.171 2.626
C 3.844 -2.898 2.770
F 4.257 -1.641 2.322
F 4.309 -3.006 4.105
C 4.716 -3.974 1.945
F 4.527 -5.245 2.475
F 6.071 -3.623 2.097
F 4.458 -3.936 0.580
H 7.100 2.739 3.863
H 5.929 1.543 3.164
H 7.305 2.138 2.129
H 4.645 4.067 0.633
H 5.660 2.540 0.614
H 4.173 1.246 1.951
H 3.214 2.649 2.638
H 3.353 1.736 -0.408
H 2.083 2.890 0.200
H 2.881 -0.364 0.650
H 2.102 0.631 2.343
H 1.854 -0.359 -1.176
H -0.804 0.824 0.699
H 0.030 2.431 0.856
H 0.198 0.674 3.415
H -0.188 2.492 3.125
H -2.535 2.044 3.134
H -2.371 0.473 2.110
H -0.301 -1.136 1.576
H 0.991 -2.000 0.640
H 1.907 -1.168 3.523
H 0.449 -2.246 3.407
H 2.023 -3.886 3.479
H 2.071 -3.740 1.672
C -4.336 -5.342 0.199
O -5.054 -4.732 1.269
C -4.277 -4.306 2.277
O -3.079 -4.402 2.334
O -5.069 -3.757 3.208
C -4.368 -3.255 4.347
H -5.061 -5.646 -0.556
H -3.642 -4.632 -0.254
H -3.806 -6.231 0.548
H -3.676 -2.463 4.057
H -3.839 -4.061 4.860
H -5.105 -2.836 5.033
C 8.846 -10.059 1.654
O 7.628 -9.436 1.256
C 7.723 -8.110 1.072
O 8.719 -7.448 1.213
O 6.520 -7.655 0.704
C 6.471 -6.246 0.471
H 8.651 -11.124 1.773
H 9.613 -9.930 0.887
H 9.188 -9.660 2.611
H 7.143 -5.966 -0.343
H 6.718 -5.699 1.379
H 5.454 -5.991 0.180
C -0.052 0.698 -3.423
O -1.327 1.297 -3.691
C -2.362 0.459 -3.587
O -2.303 -0.708 -3.300
O -3.487 1.148 -3.859
C -4.678 0.368 -3.784
H 0.709 1.469 -3.538
H -0.010 0.321 -2.399
H 0.155 -0.101 -4.139
H -4.819 -0.023 -2.775
H -4.654 -0.444 -4.513
H -5.518 1.022 -4.022
C -2.679 7.744 -0.902
O -3.374 6.863 -1.782
C -2.744 5.695 -1.998
O -1.691 5.364 -1.523
O -3.496 4.966 -2.835
C -2.944 3.683 -3.157
H -3.276 8.651 -0.801
H -2.565 7.293 0.085
H -1.706 8.015 -1.316
H -2.842 3.072 -2.259
H -1.983 3.793 -3.660
H -3.630 3.189 -3.834
C -9.206 5.935 -6.757
O -8.701 6.527 -5.563
C -7.559 5.979 -5.119
O -6.965 5.068 -5.636
O -7.197 6.622 -4.003
C -5.985 6.140 -3.413
H -10.126 6.455 -7.021
H -8.494 6.052 -7.576
H -9.438 4.880 -6.596
H -5.146 6.265 -4.097
H -6.090 5.095 -3.119
H -5.792 6.731 -2.520